[1]
{
  "formula": "C53H44Cl3KN2OP2SSi",
  "method": "the ωB97M-V functional and the def2-TZVPD basis",
  "symbols": ["K", "C", "Si", "C", "C", "C", "C", "C", "C", "P", "C", "C", "C", "C", "C", "C", "C", "C", "C", "C", "C", "C", "C", "C", "C", "C", "C", "C", "P", "C", "C", "C", "C", "C", "C", "C", "C", "C", "C", "C", "C", "H", "H", "H", "H", "H", "H", "H", "H", "H", "H", "H", "H", "H", "H", "H", "H", "H", "H", "H", "H", "H", "H", "H", "H", "H", "H", "H", "H", "H", "H", "H", "Cl", "C", "C", "C", "C", "C", "C", "N", "C", "C", "N", "C", "O", "C", "C", "C", "Cl", "S", "C", "C", "C", "Cl", "C", "H", "H", "H", "H", "H", "H", "H", "H", "H", "H", "H", "H", "H"],
  "xyz": [[-1.4833, -0.6770, -0.3681], [2.0346, 0.5870, -2.9057], [0.5597, -0.6328, -2.6321], [-0.6565, -0.2089, -4.0804], [-0.8563, -1.1800, -5.0771], [-1.7642, -1.0426, -6.1150], [-2.5365, 0.1015, -6.2069], [-2.3798, 1.0776, -5.2387], [-1.4654, 0.9467, -4.1811], [-1.5737, 2.5049, -3.1981], [0.0300, 3.3458, -3.4823], [0.4580, 4.3685, -2.6304], [1.5947, 5.1056, -2.9228], [2.3020, 4.8615, -4.0913], [1.8554, 3.8861, -4.9688], [0.7277, 3.1369, -4.6709], [-1.5711, 2.3090, -1.3534], [-2.7492, 2.7586, -0.7527], [-2.8145, 3.0126, 0.6124], [-1.6940, 2.8229, 1.4036], [-0.5247, 2.3395, 0.8291], [-0.4608, 2.0899, -0.5322], [1.3400, -2.2498, -3.3413], [2.3927, -2.2332, -4.2586], [2.8992, -3.3969, -4.8182], [2.3506, -4.6230, -4.4737], [1.3144, -4.6765, -3.5540], [0.8211, -3.5031, -2.9798], [-0.5105, -3.5448, -1.7166], [-1.1066, -5.2854, -1.9034], [-0.6954, -6.3831, -1.1503], [-1.2412, -7.6387, -1.3802], [-2.2009, -7.8196, -2.3646], [-2.6173, -6.7342, -3.1227], [-2.0800, -5.4794, -2.8861], [0.4654, -3.7319, -0.1692], [1.8510, -3.6136, -0.1040], [2.5138, -3.7879, 1.1043], [1.8043, -4.0904, 2.2575], [0.4220, -4.2085, 2.2044], [-0.2408, -4.0118, 1.0032], [2.2195, 0.8103, -3.9604], [2.9502, 0.1633, -2.4827], [1.8733, 1.5483, -2.4145], [-0.2681, -2.0857, -5.0451], [-1.8648, -1.8337, -6.8493], [-3.2555, 0.2292, -7.0061], [-2.9845, 1.9753, -5.2991], [-0.0997, 4.5955, -1.7317], [1.9246, 5.8768, -2.2369], [3.1886, 5.4393, -4.3202], [2.3946, 3.7077, -5.8910], [0.3938, 2.3682, -5.3580], [-3.6099, 2.9664, -1.3777], [-3.7261, 3.4040, 1.0485], [-1.7204, 3.0594, 2.4601], [0.3582, 2.1961, 1.4402], [0.4783, 1.7820, -0.9684], [2.8168, -1.2824, -4.5611], [3.7101, -3.3469, -5.5357], [2.7262, -5.5367, -4.9180], [0.8979, -5.6380, -3.2857], [0.0670, -6.2683, -0.3915], [-0.9082, -8.4830, -0.7888], [-2.6232, -8.8010, -2.5389], [-3.3662, -6.8682, -3.8933], [-2.4061, -4.6288, -3.4761], [2.4131, -3.3894, -1.0013], [3.5927, -3.7021, 1.1396], [2.3287, -4.2333, 3.1942], [-0.1368, -4.4454, 3.1015], [-1.3222, -4.1030, 0.9595], [5.2108, 0.6600, 6.0944], [3.5307, 1.0522, 6.0094], [2.9822, 1.4935, 4.8152], [1.6378, 1.8164, 4.7734], [0.8237, 1.7051, 5.8940], [-0.6486, 2.0541, 5.8062], [-1.5296, 0.8092, 5.6010], [-1.2990, 0.1552, 4.3331], [-0.2494, -0.6640, 3.9871], [-0.4285, -0.9581, 2.6675], [-1.5762, -0.3616, 2.2056], [-2.0674, 0.2913, 3.2289], [-0.9280, 2.9298, 4.7412], [-0.5590, 4.2831, 4.9934], [-0.8750, 5.0939, 3.7785], [-0.0239, 5.2740, 2.7277], [1.5810, 4.6986, 2.5941], [-0.7154, 6.2158, 1.4645], [-2.1735, 6.3880, 2.3532], [-2.1182, 5.7500, 3.5492], [1.4023, 1.2432, 7.0736], [0.4411, 1.0402, 8.5070], [2.7479, 0.9216, 7.1443], [3.6016, 1.5850, 3.9338], [1.1919, 2.1640, 3.8511], [-0.9596, 2.5041, 6.7571], [-2.5713, 1.1264, 5.6221], [-1.3485, 0.1137, 6.4194], [0.5009, -0.9732, 4.6936], [0.1991, -1.5554, 2.0251], [-2.9670, 0.8860, 3.2162], [0.5073, 4.3566, 5.2307], [-1.1325, 4.6602, 5.8479], [-2.9865, 6.9572, 1.9324], [-2.9352, 5.7257, 4.2569], [3.1785, 0.5807, 8.0751]],
  "mulliken_charge": [1.17, -1.55, 0.39, 1.25, -0.39, -0.96, -0.82, -0.59, 0.13, -0.64, 0.60, -0.41, -0.63, -0.52, -0.52, -0.57, 1.23, -0.31, -1.54, -0.85, -0.17, -0.61, 0.01, 0.08, -0.93, -0.82, -0.45, 0.50, -0.27, -0.26, 0.11, -0.72, -0.46, -0.71, -0.24, 0.91, -0.41, -0.76, -0.53, -0.83, -0.36, 0.36, 0.45, 0.31, 0.32, 0.44, 0.38, 0.31, 0.48, 0.40, 0.39, 0.39, 0.37, 0.42, 0.50, 1.12, 0.62, -0.20, 0.33, 0.37, 0.36, 0.32, 0.35, 0.40, 0.38, 0.40, 0.42, 0.40, 0.42, 0.40, 0.47, 0.42, -0.21, 0.28, -1.33, 0.83, -0.69, -0.65, -1.42, 0.54, -0.71, -0.39, -0.14, -0.63, 0.20, -1.14, -0.15, 0.87, -0.15, -0.15, -0.38, -0.90, 0.74, -0.20, -0.80, 0.52, 0.50, 0.80, 0.46, 0.56, 0.48, 0.41, 0.40, 0.48, 0.52, 0.48, 0.43, 0.46],
  "spin_multiplicity": 1
}

=====

[2]
{
  "formula": "C53H44F3N8O3S4Sr",
  "method": "the ωB97M-V functional and the def2-TZVPD basis",
  "symbols": ["Sr", "N", "S", "N", "S", "N", "S", "N", "C", "C", "C", "C", "C", "C", "C", "C", "C", "C", "C", "C", "C", "C", "C", "C", "C", "C", "C", "C", "C", "C", "C", "C", "C", "C", "C", "C", "C", "C", "C", "C", "C", "C", "C", "C", "H", "H", "H", "H", "H", "H", "H", "H", "H", "H", "H", "H", "H", "H", "H", "H", "H", "H", "H", "H", "H", "H", "H", "H", "H", "H", "H", "H", "H", "H", "S", "C", "N", "N", "C", "C", "C", "C", "C", "C", "N", "N", "C", "C", "C", "C", "C", "C", "H", "H", "H", "H", "H", "H", "H", "H", "H", "H", "H", "F", "C", "F", "F", "C", "O", "O", "C", "C", "O", "H", "H", "H"],
  "xyz": [[1.9739, 0.6601, -0.1780], [-0.9089, 3.0163, -1.1167], [-2.0371, 2.5319, -0.0433], [-3.0242, 1.5667, -0.4869], [-3.5115, -0.4574, 1.3671], [-2.3269, -1.4136, 0.9288], [-1.3135, -1.3119, -0.3148], [-0.2822, -0.3169, -0.5073], [-2.3561, -1.5063, -1.7649], [-3.1967, -2.5958, -1.9359], [-3.9947, -2.6666, -3.0662], [-3.9483, -1.6478, -4.0097], [-3.1051, -0.5621, -3.8251], [-2.2993, -0.4852, -2.6977], [-0.6320, -2.9801, -0.0948], [-1.2381, -3.9992, 0.6254], [-0.6040, -5.2275, 0.7390], [0.6299, -5.4358, 0.1370], [1.2309, -4.4122, -0.5796], [0.5990, -3.1832, -0.6998], [-4.9527, -1.0449, 0.4811], [-5.4035, -2.3467, 0.6668], [-6.4746, -2.8035, -0.0786], [-7.0776, -1.9631, -1.0103], [-6.6073, -0.6742, -1.1964], [-5.5346, -0.1994, -0.4482], [-3.8559, -1.1341, 2.9816], [-5.0103, -0.7129, 3.6324], [-5.2332, -1.1086, 4.9390], [-4.3012, -1.9059, 5.5950], [-3.1483, -2.3040, 4.9397], [-2.9139, -1.9165, 3.6253], [-2.6535, 4.2211, 0.2446], [-1.8260, 5.2351, 0.7033], [-2.3493, 6.5042, 0.8789], [-3.6880, 6.7547, 0.5863], [-4.5008, 5.7345, 0.1212], [-3.9812, 4.4546, -0.0456], [-1.4722, 2.1771, 1.7070], [-0.4682, 1.3210, 2.1651], [-0.3469, 1.0353, 3.5171], [-1.2313, 1.5624, 4.4464], [-2.2589, 2.3755, 4.0003], [-2.3718, 2.6733, 2.6486], [-3.2246, -3.3822, -1.1926], [-4.6522, -3.5151, -3.2086], [-4.5724, -1.7026, -4.8933], [-3.0720, 0.2343, -4.5575], [-1.6457, 0.3569, -2.5126], [-2.1890, -3.8180, 1.1084], [-1.0724, -6.0196, 1.3101], [1.1263, -6.3927, 0.2379], [2.2016, -4.5524, -1.0370], [1.0821, -2.3809, -1.2424], [-4.9162, -2.9955, 1.3848], [-6.8356, -3.8149, 0.0587], [-7.9107, -2.3248, -1.6000], [-7.0621, -0.0304, -1.9382], [-5.1033, 0.7812, -0.6099], [-5.7315, -0.0893, 3.1175], [-6.1339, -0.7922, 5.4491], [-4.4745, -2.2100, 6.6192], [-2.4151, -2.9172, 5.4479], [-2.0139, -2.2081, 3.1004], [-0.7853, 5.0251, 0.9233], [-1.7157, 7.3043, 1.2401], [-4.0905, 7.7507, 0.7225], [-5.5402, 5.9302, -0.1115], [-4.5850, 3.6282, -0.4033], [0.1974, 0.7836, 1.5090], [0.4489, 0.3702, 3.8302], [-1.1263, 1.3262, 5.4976], [-2.9826, 2.7841, 4.6948], [-3.1970, 3.2984, 2.3355], [3.0858, -0.9244, -2.4490], [4.7331, -0.4575, -2.2407], [5.7739, -1.2164, -2.2992], [5.5152, -2.5256, -2.4717], [6.5278, -3.4471, -2.5494], [7.8763, -3.0828, -2.4796], [8.8567, -4.0573, -2.5722], [8.5376, -5.3972, -2.7349], [7.1960, -5.7576, -2.8027], [6.2025, -4.8028, -2.7107], [5.1507, 0.9151, -2.0544], [4.2612, 1.6915, -1.6747], [4.7102, 3.0487, -1.5922], [4.2208, 3.8354, -0.5570], [4.6237, 5.1587, -0.4648], [5.4849, 5.6960, -1.4127], [5.9542, 4.9060, -2.4518], [5.5744, 3.5759, -2.5449], [4.5377, -2.7998, -2.5214], [8.1338, -2.0423, -2.3494], [9.8956, -3.7543, -2.5134], [9.3155, -6.1458, -2.8055], [6.9160, -6.7968, -2.9268], [5.1588, -5.0912, -2.7630], [3.5362, 3.4115, 0.1638], [4.2569, 5.7718, 0.3485], [5.7866, 6.7339, -1.3442], [6.6201, 5.3274, -3.1948], [5.9313, 2.9400, -3.3426], [5.8244, -0.5966, 2.8574], [4.5221, -0.5110, 3.1812], [4.4056, 0.4406, 4.1327], [4.1697, -1.6763, 3.7450], [3.6542, -0.1512, 1.9416], [3.9249, 0.9351, 1.3989], [2.7654, -0.9553, 1.6137], [1.0773, 3.8273, -2.1581], [0.3768, 3.2090, -0.9651], [1.0871, 2.9031, 0.0339], [1.6275, 4.7108, -1.8315], [0.3719, 4.0886, -2.9422], [1.8175, 3.1272, -2.5534]],
  "mulliken_charge": [1.30, -0.57, 0.88, -0.49, 1.31, 0.22, 1.08, -0.90, 0.46, -0.02, -0.79, -0.59, -0.79, -0.62, 0.40, -0.01, -0.96, -0.65, -0.65, -0.42, 0.06, -0.61, -0.62, -0.53, -0.54, -0.38, 0.34, -0.63, -0.65, -0.50, -0.78, -0.55, -0.84, 0.02, -0.86, -0.44, -0.74, 0.24, 0.70, -0.12, -1.01, -0.73, -0.79, -0.21, 0.35, 0.43, 0.38, 0.46, 0.20, 0.30, 0.42, 0.39, 0.56, 0.04, 0.36, 0.39, 0.39, 0.44, 0.48, 0.45, 0.41, 0.39, 0.45, 0.55, 0.45, 0.41, 0.36, 0.42, 0.34, 0.57, 0.60, 0.43, 0.42, 0.46, -0.59, 0.28, -0.64, 0.39, 0.53, -0.34, -0.45, -0.55, -0.50, -0.45, -0.80, 1.02, -0.28, 0.16, -0.80, -0.44, -0.51, -0.38, 0.08, 0.40, 0.33, 0.36, 0.33, 0.33, 0.43, 0.39, 0.38, 0.36, 0.46, -0.25, 0.61, -0.26, -0.25, 0.67, -0.68, -0.66, -0.93, 0.93, -0.77, 0.26, 0.41, 0.12],
  "spin_multiplicity": 1,
  "total_charge": -1,
  "relative_energy_kj_mol": 0.0
}

=====

LUMO list, top to bottom, in eV: 0.03; 1.91
Orbital gap list, top to bottom, in eV: 5.6; 6.5
Total energy list, top to bottom, in hartree: -5581.713840; -4632.866216